(1)
C26H25N5O2V as an isolated structure at a distorted geometry, computed with ωB97M-V/def2-TZVPD.

```
59
C26H25N5O2V ωB97M-V/def2-TZVPD
V -0.2125 -0.8069 0.4238
O -3.6757 -2.5374 1.4713
C -2.5115 -2.2648 1.4987
N -1.6513 -2.0592 0.4108
C -1.8069 -2.6597 -0.8513
O -2.7309 -3.2829 -1.2745
C -0.4739 -2.5993 -1.6105
C -0.2957 -3.2993 -2.7690
C 0.9704 -3.3688 -3.3256
C 2.0325 -2.7581 -2.6874
C 1.7948 -2.0546 -1.5299
N 0.5630 -1.9529 -1.0008
C -1.7418 -2.1341 2.7993
C -2.3889 -2.3049 4.0022
C -1.6347 -2.2419 5.1621
C -0.2694 -2.0116 5.0689
C 0.2926 -1.8365 3.8189
N -0.4214 -1.8938 2.6880
H -1.1578 -3.7968 -3.1955
H 1.1276 -3.9199 -4.2463
H 3.0398 -2.8162 -3.0752
H 2.5937 -1.5510 -1.0143
H -3.4568 -2.4946 4.0003
H -2.1058 -2.3784 6.1296
H 0.3580 -1.9706 5.9514
H 1.3549 -1.6519 3.7147
C 2.3272 3.5648 -2.3967
N 2.2505 2.1320 -2.1078
C 2.4381 1.2563 -3.2548
C 1.2584 1.6875 -1.1589
C -0.1799 1.4824 -1.6135
C -0.7184 2.2979 -2.5994
C -2.0679 2.2142 -2.9338
C -2.8900 1.3220 -2.2676
C -2.3493 0.4887 -1.2900
C -0.9762 0.5219 -0.9509
H 3.3624 3.8911 -2.4994
H 1.8831 4.1270 -1.5720
H 1.8044 3.8644 -3.3137
H 3.1573 1.7024 -3.9427
H 1.5186 1.0608 -3.8259
H 2.8512 0.2912 -2.9448
H 1.2774 2.3751 -0.3109
H 1.6089 0.7254 -0.7454
H -0.0921 3.0186 -3.1079
H -2.4722 2.8581 -3.7089
H -3.9444 1.2564 -2.5166
H -3.0221 -0.2133 -0.8136
C 0.6802 2.8196 3.3366
C 1.7441 2.0368 2.9248
C 1.4833 0.9445 2.1264
N 0.2388 0.6318 1.7397
C -0.7999 1.3810 2.1668
C -0.6100 2.4863 2.9594
H 0.8544 3.6927 3.9548
H 2.7628 2.2631 3.2128
H 2.2800 0.2983 1.7855
H -1.7874 1.0948 1.8371
H -1.4638 3.0722 3.2717
```

Calculated values
* gap between HOMO and LUMO (spin up / spin down): 7.23 / 7.20 eV
* lowest unoccupied orbital energy (spin up / spin down): -3.51 / -3.54 eV
* energy above the lowest of the compared OMol25 structures with the same formula, charge and spin: 177.93 kJ/mol
* charge: +1
* spin multiplicity: 3

=====

(2)
C26H25N5O8P2PbS as an isolated structure, computed with ωB97M-V/def2-TZVPD.

```
68
C26H25N5O8P2PbS ωB97M-V/def2-TZVPD
Pb 1.1214 -0.1741 -0.0776
C -4.4873 3.2754 -1.4154
C -3.1041 3.3815 -1.4694
C -2.3078 2.2455 -1.5132
C -2.8816 0.9735 -1.4928
C -4.2766 0.8761 -1.4281
C -5.0691 2.0126 -1.3946
N -2.0702 -0.1722 -1.4212
C -2.0161 -0.9730 -2.4761
C -2.6920 -0.6928 -3.7197
C -2.6720 -1.5599 -4.7729
C -1.9656 -2.7791 -4.7149
C -1.2608 -3.0597 -3.5741
C -1.2483 -2.1899 -2.4696
N -0.4466 -2.4340 -1.3614
N 0.1127 -3.5560 -1.3196
C 0.9810 -3.7461 -0.2228
C 1.4250 -5.0546 -0.0379
C 2.2493 -5.3338 1.0323
C 2.6067 -4.3010 1.8837
C 2.1345 -3.0272 1.6107
N 1.3429 -2.7488 0.5787
H -5.1046 4.1647 -1.3664
H -2.6312 4.3559 -1.4458
H -1.2303 2.3291 -1.4950
H -4.7232 -0.1104 -1.3858
H -6.1474 1.9121 -1.3338
H -3.2330 0.2389 -3.8085
H -3.2048 -1.2917 -5.6802
H -1.9482 -3.4528 -5.5622
H -0.6610 -3.9565 -3.4989
H 1.1064 -5.8096 -0.7428
H 2.6129 -6.3413 1.1977
H 3.2613 -4.4591 2.7295
H 2.4209 -2.1846 2.2270
N -1.5756 1.8067 3.9973
C -1.6848 1.6294 2.4905
C -3.0816 2.0824 2.0884
P -1.5070 -0.2317 2.3226
O -2.4883 -0.6532 1.1658
O -2.0533 -0.6947 3.6487
O -0.0754 -0.5520 1.9838
P -0.3625 2.7569 1.8185
O 0.7929 2.4951 2.9347
O -0.8930 4.1297 2.0432
O 0.0947 2.2510 0.4869
H -1.9357 0.8939 4.3727
H -2.0770 2.6399 4.2932
H -0.5764 1.9180 4.2102
H -3.8440 1.4664 2.5740
H -3.2115 1.9769 1.0140
H -3.2151 3.1378 2.3393
H -2.1555 -0.5852 0.2081
H 1.4901 1.8738 2.6066
O 5.1852 -1.9781 -0.4430
C 4.4059 -1.0228 -0.5120
O 3.2479 -1.0156 -1.0404
C 4.8947 0.3247 0.0024
C 6.0236 0.8690 -0.6025
C 6.5087 2.1174 -0.2438
C 5.8588 2.8352 0.7527
C 4.7474 2.2943 1.3781
C 4.2493 1.0368 1.0214
S 2.8842 0.3686 1.9278
H 6.5236 0.2829 -1.3648
H 7.3836 2.5267 -0.7364
H 6.2153 3.8170 1.0443
H 4.2377 2.8455 2.1590
```

Calculated values
* gap between HOMO and LUMO: 6.37 eV
* lowest unoccupied orbital energy: 4.30 eV
* energy above the lowest of the compared OMol25 structures with the same formula, charge and spin: 2.15 kJ/mol
* charge: -2
* spin multiplicity: 1

=====

(3)
C26H25N9O5PS4W as an isolated structure at a distorted geometry, computed with ωB97M-V/def2-TZVPD.

```
71
C26H25N9O5PS4W ωB97M-V/def2-TZVPD
W 0.1243 -0.3856 0.0983
S -1.7388 0.4607 -1.2468
C -2.4595 -1.1061 -1.0773
S -1.2922 -2.3155 -0.6285
C -3.7857 -1.3345 -1.2400
C -4.3318 -2.6488 -1.1050
N -4.7579 -3.7069 -0.9726
C -4.6571 -0.2239 -1.4867
N -5.3448 0.6904 -1.5991
O 0.3450 -0.1945 -4.3597
C 1.0064 -1.3607 -4.6179
C 1.1508 -1.8002 -5.9317
C 1.8332 -2.9648 -6.2192
C 2.3921 -3.7175 -5.1929
C 2.2473 -3.2874 -3.8913
C 1.5534 -2.1134 -3.5760
C 1.4232 -1.7526 -2.1540
O 0.6171 -0.7568 -1.8184
N 2.0474 -2.4107 -1.2487
N 1.6938 -1.9283 0.0201
C 2.2204 -2.6286 0.9784
S 1.9872 -2.2901 2.6623
C 2.5445 -3.9317 3.1908
C 3.7086 -4.3100 2.3021
S 3.2161 -3.9940 0.5860
H 0.0027 0.1476 -5.1941
H 0.7200 -1.2101 -6.7332
H 1.9292 -3.2850 -7.2478
H 2.9278 -4.6306 -5.4088
H 2.6643 -3.8621 -3.0765
H 1.7198 -4.6374 3.0999
H 2.8361 -3.8499 4.2371
H 3.9506 -5.3687 2.3829
H 4.5955 -3.7207 2.5320
O 3.0502 1.3422 2.4239
C 2.2632 1.1100 1.5532
O 1.3072 0.1938 1.6195
C 2.2077 1.8541 0.2522
C 3.0979 2.8555 -0.0676
C 2.9734 3.4690 -1.3060
C 1.9799 3.0369 -2.1728
C 1.1347 2.0131 -1.7857
N 1.2359 1.4472 -0.5755
H 3.8603 3.1239 0.6497
H 3.6483 4.2621 -1.5962
H 1.8612 3.4746 -3.1532
H 0.3843 1.6073 -2.4511
C -3.8448 2.8982 2.3046
N -3.4617 1.7406 3.1146
C -2.5886 2.1897 4.1995
N -1.4091 2.9207 3.7353
C -1.8450 4.0441 2.9101
N -2.6946 3.6450 1.7935
C -1.9787 2.8775 0.7948
P -1.2923 1.3156 1.5362
C -2.8462 0.6851 2.3284
C -0.4769 2.0577 3.0234
H -4.4353 3.5661 2.9320
H -4.4652 2.5703 1.4688
H -2.2728 1.3281 4.7896
H -3.1664 2.8545 4.8420
H -0.9696 4.5727 2.5280
H -2.4132 4.7287 3.5408
H -1.1542 3.4698 0.3841
H -2.6524 2.6264 -0.0234
H -2.6216 -0.1625 2.9790
H -3.5338 0.3367 1.5519
H 0.3981 2.6397 2.7215
H -0.1193 1.2632 3.6834
O -1.3789 -2.0206 2.1557
N -0.8711 -1.5085 1.2519
```

Calculated values
* gap between HOMO and LUMO (spin up / spin down): 6.52 / 6.52 eV
* lowest unoccupied orbital energy (spin up / spin down): -4.44 / -4.44 eV
* energy above the lowest of the compared OMol25 structures with the same formula, charge and spin: 70.25 kJ/mol
* charge: +1
* spin multiplicity: 1

=====

(4)
The molecule C26H25NO6 at a distorted geometry, computed with ωB97M-V/def2-TZVPD.

```
58
C26H25NO6 ωB97M-V/def2-TZVPD
C 3.2722 3.6109 0.1835
C 2.4139 2.8618 1.1549
O 1.2532 2.4466 0.3683
C 0.5613 1.4723 0.9881
O 0.9530 0.9937 2.0417
C -0.6562 0.9768 0.2315
C -1.3943 0.0557 1.3187
O -1.9682 -0.9323 0.8779
C -1.4132 0.2311 2.8493
C -1.4731 1.4599 3.5483
C -1.6337 1.4756 4.9304
C -1.6656 0.2690 5.6526
N -1.5675 0.2911 7.1002
O -1.6010 -0.7953 7.7311
O -1.4373 1.4130 7.6531
C -1.7109 -0.9433 4.9617
C -1.5951 -0.9532 3.5874
C -0.3099 0.5419 -1.1940
C -1.4773 -0.1654 -1.8528
C -2.5497 0.4759 -2.4975
C -3.7309 -0.2226 -2.7751
C -3.8510 -1.5971 -2.5518
C -5.1262 -2.3451 -2.8385
C -2.7183 -2.2575 -2.0798
C -1.5837 -1.5552 -1.6943
C 1.0750 0.0353 -1.8742
C 2.2031 0.8917 -1.9627
C 3.4814 0.4356 -2.2409
C 3.7082 -0.9074 -2.6154
O 5.0036 -1.3295 -2.6914
C 5.3753 -2.6995 -2.9422
C 2.5654 -1.6597 -2.9609
C 1.2851 -1.1707 -2.6335
H 4.0875 4.0797 0.7280
H 3.7038 2.9187 -0.5501
H 2.6931 4.3798 -0.3422
H 2.9238 1.9757 1.5552
H 2.0240 3.4751 1.9834
H -1.3354 1.8626 0.1546
H -1.4122 2.4133 3.0221
H -1.7125 2.3963 5.4978
H -1.8366 -1.8526 5.5223
H -1.6466 -1.8958 3.0647
H -0.2595 1.5970 -1.5189
H -2.4964 1.5397 -2.7375
H -4.6238 0.3121 -3.0899
H -4.9230 -3.4032 -3.0101
H -5.8585 -2.2861 -2.0232
H -5.6088 -1.9451 -3.7329
H -2.7679 -3.3253 -1.8795
H -0.7562 -2.0868 -1.2331
H 2.1031 1.9526 -1.7590
H 4.3658 1.0366 -2.0694
H 6.4633 -2.6953 -2.8364
H 4.9283 -3.3796 -2.2071
H 5.1008 -2.9976 -3.9628
H 2.6964 -2.6555 -3.4098
H 0.4599 -1.8203 -2.9400
```

Calculated values
* gap between HOMO and LUMO: 7.32 eV
* lowest unoccupied orbital energy: -1.01 eV
* SMILES: CCOC(=O)[C@H](C(=O)c1ccc([N+](=O)[O-])cc1)[C@H](c1ccc(C)cc1)c1ccc(OC)cc1
* energy above the lowest of the compared OMol25 structures with the same formula, charge and spin: 696.89 kJ/mol
* spin multiplicity: 1

=====

(5)
C26H25NPdSi as an isolated structure at a distorted geometry, computed with ωB97M-V/def2-TZVPD.

```
54
C26H25NPdSi ωB97M-V/def2-TZVPD
C 1.3630 -0.7544 -3.6027
C 0.0008 -0.9163 -3.9621
C -0.6023 -1.8761 -3.0615
C 0.4169 -2.2607 -2.1327
C 1.6193 -1.5542 -2.4675
Pd -0.3556 0.1032 -1.8983
C -1.4223 2.0182 -2.5528
C -0.1219 2.0016 -2.8982
C 0.9747 2.2413 -3.6381
N 1.2459 0.8313 -0.9270
H -1.6314 -2.3003 -3.1478
H -0.4897 -0.4951 -4.8439
H 0.2971 -3.0648 -1.4015
H 2.5868 -1.7526 -2.0593
H 2.0752 -0.1747 -4.1584
H -2.3013 1.7390 -3.1410
H 1.8736 0.9571 -1.8136
H -1.7378 2.5247 -1.6588
H 1.0202 2.9548 -4.4910
H 1.8585 1.5541 -3.4641
C -1.2520 4.1668 2.0880
C -0.0295 3.9946 1.4478
C 0.2737 2.7571 0.9007
C -0.6264 1.7049 1.0326
C -1.9028 1.9048 1.5863
C -2.2123 3.1545 2.1281
Si 0.0635 0.0558 0.4826
C 1.4687 -0.3570 1.5836
C 2.7493 -0.5751 1.0390
C 3.7770 -1.0545 1.8726
C 3.5941 -1.1308 3.2418
C 2.3877 -0.7328 3.7993
C 1.3289 -0.3551 2.9835
C -1.2773 -1.3337 0.7209
C -0.8257 -2.5404 1.2747
C -1.7263 -3.5783 1.5252
C -3.0783 -3.3928 1.2170
C -3.5552 -2.2236 0.6270
C -2.6316 -1.2028 0.3622
H -1.4417 5.0881 2.6229
H 0.7214 4.7760 1.3872
H 1.1805 2.6114 0.3082
H -2.6337 1.0959 1.5548
H -3.1724 3.3121 2.6163
H 2.8795 -0.3987 -0.0175
H 4.7511 -1.4018 1.4821
H 4.3991 -1.5015 3.8974
H 2.2830 -0.7700 4.8838
H 0.4116 -0.0357 3.4786
H 0.2352 -2.7116 1.4586
H -1.3904 -4.5192 1.9848
H -3.8057 -4.1569 1.5051
H -4.6259 -2.0983 0.4152
H -2.9868 -0.3277 -0.1701
```

Calculated values
* gap between HOMO and LUMO (spin up / spin down): 5.10 / 6.09 eV
* lowest unoccupied orbital energy (spin up / spin down): 0.57 / -2.06 eV
* energy above the lowest of the compared OMol25 structures with the same formula, charge and spin: 127.18 kJ/mol
* spin multiplicity: 5

=====

(6)
C26H26Br2Cl3IN5O2SSiYb as an isolated structure at a distorted geometry, computed with ωB97M-V/def2-TZVPD.

```
68
C26H26Br2Cl3IN5O2SSiYb ωB97M-V/def2-TZVPD
Yb -1.2981 -2.1392 -1.0313
N -3.6069 -2.9767 -1.6752
N -3.6569 -3.6697 -2.8966
C -2.8039 -3.3934 -3.9038
N -2.9773 -4.0888 -5.0230
S -1.5862 -2.2221 -3.8228
H -3.8328 -3.6420 -0.9395
H -4.3078 -2.2376 -1.6841
H -4.4287 -4.3057 -3.0272
H -3.6732 -4.8112 -5.1207
H -2.3544 -3.9260 -5.7965
Cl -1.5942 -3.5132 1.4716
Si 0.5764 -3.1596 1.3955
Cl -0.5489 -4.4341 -1.3982
Cl 1.4210 -4.9477 1.8915
Br -3.4270 3.5150 -4.2267
C -3.9003 3.3298 -2.4170
C -4.5702 4.3986 -1.8258
C -4.9430 4.3414 -0.4955
C -4.6546 3.2134 0.2583
C -3.9916 2.1468 -0.3245
C -3.6096 2.1964 -1.6592
I -2.6490 0.5850 -2.5476
H -4.7937 5.2734 -2.4197
H -5.4632 5.1782 -0.0507
H -4.9517 3.1616 1.2966
H -3.7876 1.2626 0.2645
Br -2.4740 2.5458 4.1688
C -2.2945 1.3119 2.7838
C -1.2970 1.4681 1.8302
C -1.2105 0.5279 0.8203
N -2.0378 -0.5210 0.7133
C -2.9909 -0.6552 1.6455
C -3.1630 0.2323 2.6902
H -0.6148 2.3043 1.8592
H -0.4732 0.6435 0.0332
H -3.6499 -1.5083 1.5514
H -3.9559 0.0796 3.4076
C 6.6196 2.6256 2.1080
O 5.4995 1.8170 1.7238
C 4.3994 1.8561 2.5069
C 4.2268 2.6478 3.6358
C 3.0349 2.5755 4.3450
C 2.0170 1.7164 3.9595
C 2.1838 0.9167 2.8372
C 3.3575 1.0092 2.1126
N 3.6000 0.2237 0.9430
C 2.6903 -0.3292 0.1983
C 2.9273 -1.1748 -0.9210
C 4.2314 -1.5840 -1.2758
C 4.4363 -2.3944 -2.3598
C 3.3291 -2.8061 -3.1141
C 2.0437 -2.4309 -2.7933
C 1.8111 -1.6098 -1.6830
O 0.5753 -1.2831 -1.3233
H 7.3941 2.4209 1.3760
H 6.9612 2.3448 3.1040
H 6.3505 3.6815 2.0710
H 5.0081 3.3172 3.9609
H 2.9103 3.1929 5.2235
H 1.1070 1.6457 4.5393
H 1.4144 0.2084 2.5622
H 4.5813 0.1550 0.6920
H 1.6637 -0.1132 0.4611
H 5.0848 -1.2709 -0.6881
H 5.4299 -2.7165 -2.6315
H 3.4810 -3.4435 -3.9757
H 1.2057 -2.7615 -3.3903
```

Calculated values
* gap between HOMO and LUMO (spin up / spin down): 7.15 / 7.15 eV
* lowest unoccupied orbital energy (spin up / spin down): -6.03 / -6.03 eV
* energy above the lowest of the compared OMol25 structures with the same formula, charge and spin: 82.31 kJ/mol
* charge: +2
* spin multiplicity: 2

=====

(7)
C26H26Br2F24IN2O4 as an isolated structure at a distorted geometry, computed with ωB97M-V/def2-TZVPD.

```
85
C26H26Br2F24IN2O4 ωB97M-V/def2-TZVPD
C -2.7574 3.6244 4.4655
C -3.5071 4.7069 3.4761
Br -4.8448 5.8858 4.3819
C -4.2182 3.8116 2.2552
Br -6.0209 4.4876 1.7130
C -3.1013 3.7824 1.0363
C -2.4021 2.3273 0.6937
C -1.2555 2.3218 -0.4890
N -0.8369 3.6022 -1.2337
C 0.2760 3.5344 -2.2990
C 1.7148 3.6288 -1.4571
C 2.1307 2.1560 -0.7853
N 2.3001 2.0724 0.7362
O 2.2609 1.0973 -1.6043
C -1.4920 4.9672 -0.9531
C -2.6481 5.1394 0.1966
I -3.4960 7.1300 0.5673
H -2.1130 4.1541 5.2888
H -2.0562 2.9707 3.7554
H -3.5512 2.8680 4.9006
H -2.6437 5.3756 2.9954
H -4.3670 2.7232 2.6882
H -2.6719 1.3074 1.2380
H -0.6844 1.3324 -0.7706
H 0.1810 4.4719 -3.0319
H 0.2433 2.5375 -2.9130
H 2.5920 4.0720 -2.0962
H 1.4819 4.3475 -0.5356
H 3.2915 2.2694 1.0073
H 1.6253 2.7147 1.2131
H -1.1291 5.8924 -1.5776
C 5.0342 -0.7508 -3.9947
C 4.0492 -1.9060 -4.2335
C 3.6879 -2.7152 -2.9920
F 4.7627 -3.2784 -2.4021
F 2.8531 -3.7385 -3.3158
F 4.5316 -2.7002 -5.2262
F 2.8959 -1.3569 -4.7310
O 6.4151 -1.0239 -4.2526
C 7.1127 -1.6877 -3.1986
C 7.5231 -3.1209 -3.5579
F 6.4668 -3.8710 -3.9589
F 8.0706 -3.7564 -2.4875
F 6.3685 -1.6161 -2.0676
F 8.2234 -0.9394 -2.9580
H 4.7764 0.0299 -4.7233
H 4.8881 -0.2720 -3.0198
H 3.1734 -2.0943 -2.2526
H 8.2628 -3.1132 -4.3635
C -2.9666 -1.2162 7.2732
C -2.6311 0.1138 6.5801
C -1.1419 0.4153 6.4450
F -0.5065 0.4620 7.6343
F -0.9519 1.6305 5.8653
F -3.2906 1.1206 7.2127
F -3.1675 0.0589 5.3198
O -3.2540 -1.1531 8.6736
C -2.1120 -1.1244 9.5299
C -1.9377 0.2153 10.2556
F -1.8982 1.2628 9.3951
F -0.7746 0.2430 10.9597
F -1.0189 -1.4870 8.8146
F -2.3040 -2.1174 10.4402
H -3.9048 -1.5698 6.8242
H -2.2403 -2.0033 7.0407
H -0.6444 -0.3290 5.8162
H -2.7625 0.3781 10.9552
C 0.1427 -3.6396 -5.5032
C -0.7982 -2.9275 -4.5186
C -1.8443 -3.8223 -3.8614
F -2.6540 -4.4262 -4.7558
F -2.6541 -3.0921 -3.0490
F -1.3701 -1.8642 -5.1439
F -0.0162 -2.3930 -3.5276
O -0.2119 -3.5735 -6.8881
C -1.1910 -4.5217 -7.3128
C -2.5269 -3.8752 -7.6987
F -3.0297 -3.1043 -6.7026
F -3.4659 -4.8191 -7.9752
F -1.3191 -5.4764 -6.3587
F -0.6562 -5.1501 -8.3948
H 1.1038 -3.1104 -5.4487
H 0.3777 -4.6632 -5.1904
H -1.3726 -4.5939 -3.2459
H -2.4029 -3.2488 -8.5867
```

Calculated values
* gap between HOMO and LUMO: 7.17 eV
* lowest unoccupied orbital energy: -5.22 eV
* charge: +1
* spin multiplicity: 1

=====

| no. | electronic energy (a.u.) |
| --- | --- |
| 1 | -2373.8344 |
| 2 | -3155.6287 |
| 3 | -3875.7682 |
| 4 | -1511.7805 |
| 5 | -1477.5401 |
| 6 | -10103.0375 |
| 7 | -9258.6759 |